{
  "formula": "C28H35N9PSc",
  "method": "ωB97M-V with the def2-TZVPD basis set",
  "gap_ev": 6.9606,
  "total_charge": 2,
  "e_above_lowest_ev": 0.0000,
  "elements": ["Sc", "C", "N", "C", "C", "N", "C", "P", "C", "N", "C", "C", "N", "C", "C", "N", "C", "C", "N", "C", "H", "H", "H", "H", "H", "H", "H", "H", "H", "H", "H", "H", "H", "H", "H", "C", "N", "C", "C", "C", "C", "C", "C", "C", "N", "C", "C", "C", "C", "C", "C", "N", "C", "C", "H", "H", "H", "H", "H", "H", "H", "H", "H", "H", "H", "H", "H", "H", "H", "H", "H", "H", "H", "H"],
  "coordinates": [[-0.394507, -0.029538, -0.301972], [4.935810, 1.180486, 1.374883], [3.853692, 0.465911, 0.701033], [4.014709, -0.671546, -0.042216], [2.769358, -1.054148, -0.444991], [1.853765, -0.160784, 0.041274], [2.531244, 0.745465, 0.737407], [1.774119, 2.031498, 1.786710], [0.601190, 0.901008, 2.609019], [-0.209989, 0.035930, 2.001928], [-0.762020, -0.738660, 2.988974], [-0.288131, -0.323676, 4.197612], [0.568834, 0.711009, 3.946763], [1.339979, 1.418771, 4.967035], [0.639095, 2.826153, 0.594491], [-0.234634, 2.249521, -0.232332], [-0.900501, 3.266418, -0.865840], [-0.418903, 4.461381, -0.424667], [0.549039, 4.172285, 0.494391], [1.327297, 5.170968, 1.229875], [5.831789, 1.116938, 0.763828], [5.133814, 0.738038, 2.349350], [4.668352, 2.226035, 1.496631], [4.985635, -1.102360, -0.216642], [2.481720, -1.895168, -1.055041], [-1.454459, -1.535730, 2.776425], [-0.482568, -0.670890, 5.197624], [0.779728, 1.405754, 5.897487], [1.495329, 2.450838, 4.666559], [2.301826, 0.933502, 5.121877], [-1.679787, 3.091413, -1.587975], [-0.679511, 5.473713, -0.680681], [1.031914, 6.155462, 0.880533], [2.389822, 5.035623, 1.044442], [1.126517, 5.100198, 2.296167], [-3.273187, 0.826288, 0.958663], [-2.730200, -0.145767, -0.009527], [-3.555388, -0.082663, -1.241004], [-2.725311, -1.531828, 0.474384], [-3.612046, -1.982450, 1.440070], [-3.553407, -3.294417, 1.884781], [-2.588915, -4.147778, 1.367258], [-1.700844, -3.707995, 0.399393], [-1.768030, -2.402022, -0.091876], [-0.891068, -1.820369, -1.018555], [-0.272927, -2.393291, -2.128880], [-0.324228, -3.722831, -2.539105], [0.395637, -4.140314, -3.651405], [1.170971, -3.250272, -4.375612], [1.188055, -1.909388, -4.009904], [0.467387, -1.486428, -2.909688], [0.330062, -0.067147, -2.549985], [1.497563, 0.757574, -2.917946], [-0.839116, 0.461982, -3.299021], [-4.345409, 0.688547, 1.112342], [-2.762164, 0.740244, 1.914271], [-3.121285, 1.830145, 0.562048], [-4.607299, -0.238485, -0.989689], [-3.450477, 0.894746, -1.713944], [-3.245570, -0.864706, -1.928570], [-4.354642, -1.314939, 1.855466], [-4.251617, -3.644744, 2.631922], [-2.522156, -5.166551, 1.724860], [-0.932099, -4.375858, 0.039935], [-0.930202, -4.438327, -2.004571], [0.348196, -5.178868, -3.950114], [1.737976, -3.586091, -5.232012], [1.756076, -1.203719, -4.601736], [1.574363, 0.875137, -4.000741], [1.378858, 1.749264, -2.479971], [2.414085, 0.307914, -2.548275], [-0.640009, 0.445043, -4.373087], [-1.709154, -0.156666, -3.105006], [-1.032082, 1.495232, -3.005108]],
  "forces_ev_per_a": [[0.006, -0.042, 0.058], [0.034, 0.007, 0.011], [-0.015, -0.011, -0.006], [0.018, 0.024, 0.027], [0.002, 0.005, 0.000], [-0.019, -0.037, -0.003], [0.011, 0.021, 0.007], [-0.003, -0.036, -0.008], [0.007, 0.017, 0.024], [-0.012, 0.004, -0.045], [-0.001, -0.002, -0.004], [0.028, 0.013, 0.015], [-0.009, -0.002, -0.013], [0.015, 0.006, 0.031], [0.016, 0.045, 0.010], [-0.012, 0.056, -0.023], [0.023, -0.002, -0.002], [-0.001, 0.009, 0.023], [-0.010, -0.005, -0.016], [0.014, 0.022, 0.012], [-0.006, 0.000, -0.010], [-0.008, -0.009, -0.004], [-0.013, -0.002, 0.000], [-0.006, -0.007, -0.003], [-0.006, 0.001, 0.000], [0.003, 0.003, -0.004], [-0.008, -0.005, -0.005], [-0.011, -0.001, -0.006], [-0.002, -0.002, -0.012], [-0.004, -0.008, -0.007], [0.003, -0.006, 0.000], [-0.002, -0.004, -0.002], [-0.004, -0.003, -0.006], [-0.003, -0.010, -0.007], [-0.009, -0.009, -0.002], [-0.006, 0.021, -0.008], [0.064, -0.078, -0.012], [-0.027, 0.006, -0.010], [-0.003, 0.036, 0.016], [-0.025, 0.016, -0.001], [0.019, -0.008, -0.009], [-0.015, 0.002, 0.008], [0.035, -0.032, 0.001], [0.017, 0.015, -0.055], [-0.043, -0.038, 0.050], [-0.006, 0.011, -0.003], [-0.022, -0.041, 0.017], [0.021, 0.018, -0.018], [-0.023, -0.013, 0.027], [0.008, 0.011, -0.025], [0.025, 0.060, 0.022], [-0.066, -0.021, -0.039], [0.008, 0.006, 0.017], [0.017, 0.006, -0.026], [-0.002, -0.005, -0.001], [0.002, -0.008, 0.002], [0.002, 0.001, 0.005], [0.002, -0.002, 0.004], [0.003, 0.000, 0.004], [0.004, -0.001, 0.002], [-0.001, -0.002, 0.001], [-0.003, 0.008, 0.000], [0.003, -0.001, -0.004], [0.000, 0.005, -0.002], [0.001, 0.006, -0.002], [-0.003, -0.002, 0.006], [0.003, 0.006, -0.002], [0.000, -0.007, -0.002], [0.002, 0.001, 0.000], [0.001, 0.001, -0.003], [-0.002, -0.006, 0.003], [0.001, -0.002, 0.000], [-0.001, -0.003, 0.005], [-0.002, 0.001, 0.000]]
}